#P
Here is one molecule with the formula C6H15N3O2 from OMol25. Energies are from ωB97M-V with the def2-TZVPD basis set.

Structure (ORCA input):
```
! RIJCOSX wB97M-V def2-TZVPD def2/J DEFGRID3
* xyz 0 1
C -0.934 0.219 1.633
C -0.950 -0.054 0.109
C -0.199 -1.386 -0.188
C 1.278 -1.447 0.145
N 1.906 -2.668 -0.303
C -0.475 1.135 -0.711
C 0.918 1.661 -0.453
N 1.174 3.051 -0.161
N -2.363 -0.326 -0.387
O -3.198 -0.336 0.501
O -2.576 -0.465 -1.560
H 0.066 0.207 2.060
H -1.412 -0.655 2.188
H -1.506 1.078 1.902
H -0.703 -2.113 0.344
H -0.308 -1.769 -1.193
H 1.589 -1.299 1.180
H 1.694 -0.601 -0.448
H 2.024 -2.784 -1.283
H 1.421 -3.486 0.022
H -1.245 1.893 -0.570
H -0.527 0.826 -1.743
H 1.570 1.355 -1.278
H 1.306 1.005 0.376
H 0.763 3.625 -0.879
H 0.686 3.333 0.696
*
```


#Q
Here is a 2-piece molecular cluster, C6H15N3O2 overall from OMol25. Energies are from ωB97M-V with the def2-TZVPD basis set.

Structure (ORCA input):
```
! RIJCOSX wB97M-V def2-TZVPD def2/J DEFGRID3
* xyz 0 1
C -2.192 -1.465 -0.047
C -0.687 -1.281 0.012
C 0.178 -2.381 0.467
N -0.130 -0.153 -0.147
C -0.889 1.059 -0.458
C -0.135 1.816 -1.559
C -0.904 1.894 0.868
H -2.831 -0.657 0.508
H -2.562 -1.431 -1.158
H -2.404 -2.419 0.352
H 0.297 -2.282 1.547
H 1.180 -2.431 0.061
H -0.221 -3.404 0.532
H -1.904 0.916 -0.606
H -0.356 2.886 -1.303
H 0.885 1.621 -1.512
H -0.518 1.667 -2.637
H -1.501 1.209 1.462
H -1.478 2.719 0.710
H 0.039 2.168 1.342
O 2.280 -0.308 -0.789
N 2.032 0.645 0.211
N 2.658 0.685 1.191
O 3.828 -0.061 1.358
H 1.382 -0.380 -1.072
H 3.953 -0.629 0.667
*
```


Which structure is the least stable? The one labeled #Q.